Entry 1:
Density functional theory data (wB97M-V/def2-TZVPD) for C24H18BrN5OS2Ti as an isolated structure in a non-equilibrium geometry.

Atoms and positions in Å:
Ti: -0.2092 0.3161 0.4629
Br: 5.1101 -4.3251 2.4539
C: 3.8108 -2.9542 2.2125
C: 3.4081 -2.1988 3.3112
C: 2.4744 -1.1977 3.1355
C: 1.9295 -0.9374 1.8765
O: 1.0063 -0.0098 1.7237
C: 2.3627 -1.6972 0.7550
C: 1.8906 -1.4338 -0.5637
N: 1.1224 -0.4091 -0.8954
C: 0.7669 -0.1898 -2.2253
C: 1.4213 -0.6787 -3.3407
C: 0.9568 -0.3973 -4.6318
C: -0.1482 0.3862 -4.8387
C: -0.8337 0.9267 -3.7333
C: -1.9810 1.7389 -3.8447
C: -2.5938 2.2011 -2.7102
C: -2.0668 1.8650 -1.4602
N: -0.9917 1.1158 -1.3152
C: -0.3746 0.6391 -2.4269
C: 3.3030 -2.7240 0.9603
H: 3.8134 -2.4024 4.2922
H: 2.1365 -0.6089 3.9779
H: 2.1796 -2.1467 -1.3322
H: 2.3202 -1.2693 -3.2283
H: 1.4833 -0.8079 -5.4833
H: -0.5024 0.5969 -5.8396
H: -2.3616 1.9834 -4.8287
H: -3.4771 2.8216 -2.7629
H: -2.5300 2.2184 -0.5466
H: 3.6310 -3.3240 0.1209
C: -1.9425 -4.7508 0.5965
S: -2.2775 -3.6677 2.0099
C: -1.8835 -2.0711 1.4016
S: -1.3733 -1.7862 -0.2382
N: -2.0638 -1.1101 2.2524
N: -1.6581 0.1010 1.7927
C: -1.9879 1.1924 2.4730
C: -1.3453 2.3767 2.0744
C: -1.5876 3.6666 2.6001
C: -0.8761 4.7350 2.1321
C: 0.0964 4.5388 1.1246
C: 0.2816 3.2748 0.6347
N: -0.4077 2.2069 1.0764
H: -2.0556 -5.7712 0.9571
H: -0.9286 -4.5833 0.2490
H: -2.6517 -4.5489 -0.2013
H: -2.6912 1.1438 3.2961
H: -2.3385 3.7905 3.3693
H: -1.0535 5.7269 2.5258
H: 0.6805 5.3648 0.7458
H: 1.0072 3.0740 -0.1468

Calculated values
- E_LUMO (alpha / beta): -1.2 / -1.0 eV
- Charge: 0
- ⟨S²⟩: 2.04
- DFT total energy: -149508.60228 eV
- Multiplicity: 3

Entry 2:
Density functional theory data (wB97M-V/def2-TZVPD) for C24H18F5IrN5OS as an isolated structure in a non-equilibrium geometry.

Atoms and positions in Å:
Ir: 0.4800 -0.8416 -0.5038
C: 3.2015 -1.9901 1.5168
C: 3.4244 -1.8121 0.0718
C: 4.5822 -2.1364 -0.6941
C: 4.3457 -1.7600 -2.0017
C: 3.0211 -1.1912 -2.0118
C: 2.2153 -0.7332 -3.1603
N: 2.4795 -1.2311 -0.7543
H: 3.3338 -3.0485 1.7660
H: 2.2108 -1.6437 1.7678
H: 3.9389 -1.4182 2.0608
H: 5.4754 -2.6087 -0.3114
H: 5.0357 -1.8342 -2.8456
H: 2.8320 -0.2900 -3.9557
H: 1.4429 0.0248 -2.8938
H: 1.7204 -1.6208 -3.5767
N: -6.3318 -1.9871 0.0019
C: -5.6702 -1.9144 -1.1851
S: -6.3799 -1.9314 -2.6729
C: -4.2074 -1.8191 -1.0119
C: -3.4721 -1.2527 -2.0568
C: -2.1314 -1.0642 -1.8978
N: -1.4935 -1.3927 -0.7394
C: -2.1675 -2.0230 0.2243
C: -3.5196 -2.2473 0.1135
H: -7.3339 -2.1174 -0.0095
H: -5.8859 -1.9903 0.9026
H: -3.9703 -0.9670 -2.9764
H: -1.5261 -0.5822 -2.6508
H: -1.6281 -2.3324 1.1090
H: -4.0490 -2.7381 0.9195
F: 1.1271 2.6925 5.9070
C: 0.7888 1.9951 4.8377
C: 1.5722 2.0421 3.6709
F: 2.6596 2.8336 3.5857
C: 1.2327 1.2605 2.6071
F: 1.8994 1.2666 1.4549
C: 0.1313 0.3519 2.6943
O: -0.1747 -0.4362 1.7406
C: -0.6701 0.3433 3.8783
F: -1.7545 -0.4114 3.8775
C: -0.3379 1.1367 4.9551
F: -1.0743 1.1215 6.0741
N: 3.4148 4.6292 -2.3447
C: 2.4229 4.1045 -2.1093
C: 1.2188 3.4019 -1.7201
C: -0.0596 3.9897 -1.7652
C: -1.1472 3.2511 -1.3454
C: -0.9488 1.9345 -0.9664
N: 0.2402 1.3495 -0.9217
C: 1.3073 2.0817 -1.2999
H: -0.1546 5.0176 -2.1067
H: -2.1458 3.6647 -1.3018
H: -1.7760 1.3254 -0.6378
H: 2.2556 1.5485 -1.3083

Calculated values
- E_LUMO (alpha / beta): -6.2 / -8.8 eV
- Charge: +2
- ⟨S²⟩: 8.80
- DFT total energy: -61919.93057 eV
- Multiplicity: 6

Entry 3:
Density functional theory data (wB97M-V/def2-TZVPD) for C24H18F5N5NiS2 as an isolated structure in a non-equilibrium geometry.

Atoms and positions in Å:
Ni: -0.4077 -0.4004 -0.3716
C: 0.5209 1.1066 2.5087
N: -0.2151 -0.0706 2.0470
C: 0.6354 -1.2481 2.2263
C: 1.9501 -1.1709 1.4408
N: 1.7609 -0.9060 0.0079
C: 2.5630 0.2269 -0.4528
C: 1.9799 -2.0982 -0.7694
C: 3.2121 -2.3619 -1.3446
C: 3.4403 -3.5211 -2.0694
C: 2.4154 -4.4430 -2.2214
C: 1.1838 -4.1983 -1.6578
C: 0.9315 -3.0294 -0.9325
S: -0.6530 -2.7892 -0.2928
C: -1.4620 -0.1401 2.7580
C: -1.8282 -1.2903 3.4540
C: -2.9450 -1.3521 4.2717
C: -3.7510 -0.2388 4.4310
C: -3.4502 0.8913 3.7100
C: -2.3412 0.9744 2.8601
S: -2.2028 2.4946 2.0460
H: 0.8931 0.9400 3.5327
H: -0.1357 1.9722 2.5105
H: 1.3521 1.3404 1.8546
H: 0.0969 -2.1338 1.8798
H: 0.8916 -1.3690 3.2957
H: 2.4681 -2.1294 1.5803
H: 2.5895 -0.3959 1.8698
H: 3.6185 0.1550 -0.1504
H: 2.1488 1.1534 -0.0617
H: 2.5072 0.2740 -1.5377
H: 4.0209 -1.6516 -1.2412
H: 4.4079 -3.6915 -2.5264
H: 2.5801 -5.3548 -2.7844
H: 0.3703 -4.8980 -1.7859
H: -1.2369 -2.1887 3.3803
H: -3.1567 -2.2673 4.8076
H: -4.6013 -0.2484 5.1023
H: -4.0660 1.7771 3.8025
N: -0.9299 -0.8109 -6.8934
C: -0.5602 -0.5135 -5.8345
N: -0.0539 -0.0570 -4.7571
C: -0.1164 -0.3023 -3.5288
N: 0.0277 -0.4176 -2.3746
F: -2.7225 -0.0836 -0.6780
C: -2.3256 1.1923 -0.9793
C: -0.9976 1.4966 -0.6657
C: -0.6129 2.7777 -1.0361
F: 0.6661 3.1826 -0.8116
C: -1.4637 3.6836 -1.6577
F: -1.0306 4.9184 -2.0309
C: -2.7766 3.3262 -1.9215
F: -3.6145 4.2020 -2.5352
C: -3.2200 2.0518 -1.5863
F: -4.4936 1.6893 -1.8841

Calculated values
- E_LUMO (alpha / beta): 4.5 / 4.5 eV
- Charge: -2
- ⟨S²⟩: 2.01
- DFT total energy: -108931.75816 eV
- Energy relative to the best compared isomer or geometry (same formula, charge and spin): 0.000 eV
- Multiplicity: 3

Entry 4:
Density functional theory data (wB97M-V/def2-TZVPD) for a 5-piece molecular cluster, C24H18O12S overall.

Atoms and positions in Å:
O: 3.9393 2.8950 -0.7814
S: 4.7208 2.0945 -1.6970
O: 5.9596 1.4279 -0.9359
O: 3.9180 0.6055 -1.7727
O: 2.5182 0.7902 -1.5870
H: 5.6299 0.9683 -0.1397
H: 2.5342 1.0420 -0.6455
C: 3.3345 1.5797 3.3413
C: 2.7954 1.7348 4.5473
C: 1.5264 1.0486 4.9205
O: 1.0406 1.2052 6.0187
C: 0.8875 0.1816 3.9001
C: 1.4298 0.0273 2.6962
C: 2.6836 0.7125 2.3306
O: 3.1679 0.5832 1.2185
H: 4.2512 2.0699 3.0380
H: 3.2377 2.3622 5.3109
H: -0.0392 -0.3030 4.1788
H: 0.9685 -0.5877 1.9356
C: -3.0640 -4.2969 0.6431
C: -2.6798 -3.4098 1.5558
C: -1.4854 -2.5553 1.3406
O: -1.1363 -1.7481 2.1775
C: -0.7408 -2.7194 0.0690
C: -1.1264 -3.6048 -0.8444
C: -2.3156 -4.4649 -0.6283
O: -2.6657 -5.2812 -1.4545
H: -3.9288 -4.9351 0.7719
H: -3.2055 -3.2634 2.4907
H: 0.1166 -2.0739 -0.0762
H: -0.6080 -3.7351 -1.7849
C: -2.7331 -4.4538 -5.8270
C: -2.7508 -4.0321 -4.5651
C: -2.7018 -2.5832 -4.2454
O: -2.7148 -2.1885 -3.0973
C: -2.6326 -1.6257 -5.3783
C: -2.6153 -2.0504 -6.6382
C: -2.6657 -3.4997 -6.9627
O: -2.6516 -3.8855 -8.1111
H: -2.7669 -5.5028 -6.0926
H: -2.7952 -4.7056 -3.7179
H: -2.5961 -0.5772 -5.1110
H: -2.5642 -1.3771 -7.4844
C: -0.8348 5.9141 2.6268
C: -1.3311 4.6803 2.6340
C: -0.4929 3.5122 2.2642
O: -0.9421 2.3859 2.2654
C: 0.9195 3.7753 1.8914
C: 1.4186 5.0076 1.8820
C: 0.5789 6.1768 2.2513
O: 1.0300 7.3007 2.2494
H: -1.4225 6.7841 2.8908
H: -2.3562 4.4608 2.9043
H: 1.5126 2.9113 1.6247
H: 2.4441 5.2231 1.6094

Calculated values
- E_LUMO: -1.8 eV
- Charge: 0
- DFT total energy: -60577.38620 eV

Entry 5:
Density functional theory data (wB97M-V/def2-TZVPD) for C24H19AsAuI2S2 as an isolated structure in a non-equilibrium geometry.

Atoms and positions in Å:
Au: 1.9237 0.1357 -1.3391
S: 4.1391 -0.1309 -1.9372
C: 4.7654 -0.2923 -0.2908
C: 6.0800 0.0981 -0.0532
C: 6.6551 -0.0368 1.1991
C: 5.8994 -0.5538 2.2421
C: 4.5880 -0.9339 2.0177
C: 3.9968 -0.8118 0.7626
S: 2.3091 -1.2989 0.5651
H: 6.6520 0.5068 -0.8767
H: 7.6780 0.2775 1.3621
H: 6.3247 -0.6444 3.2342
H: 3.9896 -1.3296 2.8289
I: 1.6663 2.7408 -2.1669
I: 1.4706 5.7698 -2.3396
C: -4.9114 -0.0307 -3.2179
C: -3.7618 0.3355 -3.8975
C: -2.5492 0.3969 -3.2227
C: -2.4887 0.0905 -1.8683
C: -3.6440 -0.2826 -1.1919
C: -4.8515 -0.3397 -1.8652
As: -0.7720 0.1529 -0.9708
C: -1.0708 1.4463 0.4358
C: -2.1627 2.3029 0.4373
C: -2.2606 3.3047 1.3925
C: -1.2626 3.4632 2.3395
C: -0.1648 2.6150 2.3340
C: -0.0622 1.6132 1.3827
C: -0.9540 -1.5274 0.0126
C: -0.9890 -1.6184 1.3957
C: -1.0754 -2.8599 2.0104
C: -1.1296 -4.0152 1.2495
C: -1.0984 -3.9287 -0.1349
C: -1.0079 -2.6917 -0.7474
H: -5.8582 -0.0756 -3.7407
H: -3.8037 0.5756 -4.9518
H: -1.6478 0.6890 -3.7502
H: -3.5959 -0.5347 -0.1386
H: -5.7494 -0.6292 -1.3346
H: -2.9395 2.2043 -0.3105
H: -3.1139 3.9702 1.3838
H: -1.3301 4.2582 3.0707
H: 0.6305 2.7451 3.0564
H: 0.8074 0.9624 1.3755
H: -0.9384 -0.7251 2.0040
H: -1.0889 -2.9197 3.0913
H: -1.1826 -4.9826 1.7321
H: -1.1346 -4.8274 -0.7378
H: -0.9762 -2.6337 -1.8315

Calculated values
- E_LUMO (alpha / beta): 1.2 / 1.2 eV
- Charge: -1
- DFT total energy: -127602.59876 eV

Entry 6:
Density functional theory data (wB97M-V/def2-TZVPD) for C24H19AsBrN2OSZr as an isolated structure in a non-equilibrium geometry.

Atoms and positions in Å:
Zr: -1.1365 0.9597 -0.8829
O: -6.5947 -1.4536 0.9184
C: -5.5117 -0.9838 0.3600
C: -5.0712 -1.3041 -0.9375
C: -3.9157 -0.7484 -1.3994
N: -3.1650 0.1124 -0.6598
C: -3.6254 0.4023 0.5743
Br: -2.5266 1.6738 1.4734
C: -4.7450 -0.0938 1.1459
H: -7.1225 -2.0358 0.3456
H: -5.6401 -1.9673 -1.5767
H: -3.5622 -0.9707 -2.3976
H: -5.0730 0.1872 2.1381
S: -0.2343 5.4281 -0.7264
C: -0.7456 4.0250 -1.0053
N: -1.1593 2.8761 -1.2319
C: 4.2230 -0.7756 3.5673
C: 3.4406 0.3025 3.9558
C: 2.4963 0.8254 3.0811
C: 2.3732 0.2339 1.8310
C: 3.1448 -0.8426 1.4127
C: 4.0811 -1.3429 2.3032
As: 1.0603 0.9266 0.6361
C: 0.0970 -0.7856 0.1551
C: -0.8056 -1.2618 1.1158
C: -1.5472 -2.4178 0.8719
C: -1.4596 -3.0558 -0.3557
C: -0.5836 -2.5767 -1.3316
C: 0.2056 -1.4547 -1.0763
C: 1.9556 1.2666 -1.0538
C: 3.2669 1.7195 -0.9972
C: 3.8879 2.1941 -2.1477
C: 3.1997 2.2510 -3.3510
C: 1.8801 1.8171 -3.4272
C: 1.2873 1.3303 -2.2799
H: 4.9555 -1.1802 4.2536
H: 3.5636 0.7425 4.9361
H: 1.8906 1.6720 3.3723
H: 3.0375 -1.2763 0.4272
H: 4.7015 -2.1789 2.0086
H: -0.8533 -0.7910 2.0897
H: -2.1822 -2.8213 1.6522
H: -2.0372 -3.9528 -0.5444
H: -0.4655 -3.1123 -2.2659
H: 0.9856 -1.1873 -1.7776
H: 3.8078 1.6932 -0.0605
H: 4.9164 2.5268 -2.0978
H: 3.6860 2.6276 -4.2414
H: 1.3461 1.8398 -4.3678
H: 0.2730 0.9375 -2.4323

Calculated values
- E_LUMO: -10.9 eV
- Charge: +3
- DFT total energy: -173193.35008 eV
- Energy relative to the best compared isomer or geometry (same formula, charge and spin): 0.871 eV

Entry 7:
Density functional theory data (wB97M-V/def2-TZVPD) for C24H19BrCl2N2O6PTi as an isolated structure.

Atoms and positions in Å:
Ti: 0.1741 0.2937 2.0984
O: -1.1992 -3.4103 2.6289
Cl: -1.7255 -2.2468 1.7869
O: -1.3770 -2.4718 0.2512
O: 1.4956 -1.0646 1.8207
O: -0.7632 0.0044 0.3379
Br: -1.2782 3.3738 0.3598
C: -1.4451 3.2847 2.2435
C: -1.8559 4.4176 2.9292
C: -1.9397 4.3375 4.3077
C: -1.6164 3.1484 4.9399
C: -1.2148 2.0789 4.1649
N: -1.1386 2.1444 2.8272
C: -0.8428 0.7460 4.7883
O: -0.9574 0.6105 5.9894
O: -0.4762 -0.1378 3.9247
H: -2.0891 5.3208 2.3860
H: -2.2506 5.2009 4.8823
H: -1.6522 3.0157 6.0110
N: 1.6718 1.3131 0.2619
C: 1.3911 1.4325 -1.1112
C: 1.8274 2.5599 -1.8047
C: 1.5619 2.7159 -3.1544
C: 0.8583 1.7349 -3.8354
C: 0.3931 0.6264 -3.1410
C: 0.6242 0.4581 -1.7767
P: -0.1791 -0.8772 -0.7720
C: -1.3363 -1.5004 -2.0054
C: -1.0342 -2.6105 -2.7797
C: -1.9143 -3.0189 -3.7740
C: -3.0930 -2.3216 -3.9908
C: -3.3978 -1.2161 -3.2047
C: -2.5215 -0.8041 -2.2145
C: 1.2263 -1.9145 -0.3600
C: 1.4225 -2.2883 1.0799
C: 2.6910 -3.0587 1.2934
C: 3.6269 -3.2473 0.3359
C: 3.4345 -2.7240 -0.9586
C: 2.2491 -2.0386 -1.2653
H: 2.1226 2.1156 0.6800
H: 2.1839 0.4711 0.5260
H: 2.3940 3.3123 -1.2674
H: 1.9157 3.5993 -3.6717
H: 0.6531 1.8353 -4.8934
H: -0.1875 -0.1113 -3.6791
H: -0.1226 -3.1666 -2.5966
H: -1.6784 -3.8895 -4.3731
H: -3.7786 -2.6425 -4.7653
H: -4.3229 -0.6759 -3.3626
H: -2.7551 0.0532 -1.5940
H: 0.6088 -2.9236 1.4404
H: 2.8521 -3.4075 2.3055
H: 4.5420 -3.7799 0.5667
H: 4.1998 -2.8228 -1.7167
H: 2.1556 -1.6185 -2.2614
Cl: 1.8680 1.7847 3.1621

Calculated values
- E_LUMO (alpha / beta): 2.3 / 1.6 eV
- Charge: -1
- ⟨S²⟩: 2.04
- DFT total energy: -167955.74117 eV
- Energy relative to the best compared isomer or geometry (same formula, charge and spin): 0.000 eV
- Multiplicity: 3

Entry 8:
Density functional theory data (wB97M-V/def2-TZVPD) for C24H19CuN6S as an isolated structure.

Atoms and positions in Å:
Cu: 0.0987 -0.3035 -0.6845
C: 4.7875 -2.9983 -1.9220
C: 4.2126 -2.8317 -0.6685
C: 3.3317 -1.7865 -0.4354
C: 2.9983 -0.8923 -1.4555
C: 3.5962 -1.0560 -2.7067
C: 4.4825 -2.0991 -2.9357
N: 1.9933 0.0731 -1.2526
C: 2.3653 1.3116 -0.8918
C: 3.6958 1.8227 -0.8981
C: 3.9288 3.1540 -0.6779
C: 2.8894 4.0667 -0.4060
C: 1.6033 3.6034 -0.3256
C: 1.3435 2.2364 -0.5082
N: 0.1198 1.6522 -0.2895
N: -0.9449 2.3296 -0.3847
C: -2.0638 1.5041 -0.3167
C: -3.2847 2.0053 0.1377
C: -4.3779 1.1687 0.1452
C: -4.2351 -0.1422 -0.3068
C: -2.9983 -0.5563 -0.7487
N: -1.9246 0.2444 -0.7739
H: 5.4749 -3.8141 -2.1049
H: 4.4508 -3.5200 0.1333
H: 2.8716 -1.6563 0.5377
H: 3.3417 -0.3613 -3.4986
H: 4.9348 -2.2120 -3.9134
H: 4.5244 1.1614 -1.1127
H: 4.9509 3.5124 -0.7179
H: 3.1115 5.1107 -0.2330
H: 0.7764 4.2544 -0.0746
H: -3.3357 3.0274 0.4846
H: -5.3355 1.5248 0.5019
H: -5.0742 -0.8231 -0.3312
H: -2.8380 -1.5644 -1.1128
N: 0.8157 -3.0659 -2.1992
C: 0.4522 -3.2389 -0.9022
N: 0.0068 -2.2813 -0.1460
C: -0.3567 -2.7564 1.1080
C: -0.8678 -1.9821 2.1441
C: -1.1773 -2.5988 3.3425
C: -0.9819 -3.9694 3.5181
C: -0.4709 -4.7497 2.4949
C: -0.1628 -4.1293 1.2938
S: 0.4940 -4.8227 -0.1665
H: 1.0274 -2.1018 -2.4317
H: 1.4924 -3.7177 -2.5664
H: -1.0069 -0.9183 1.9936
H: -1.5747 -2.0105 4.1589
H: -1.2291 -4.4301 4.4651
H: -0.3160 -5.8113 2.6342

Calculated values
- E_LUMO: -0.2 eV
- Charge: 0
- DFT total energy: -89612.71650 eV
- Energy relative to the best compared isomer or geometry (same formula, charge and spin): 0.085 eV

Which of these has the lowest charge? C24H18F5N5NiS2

The lowest DFT total energy belongs to which entry? C24H19AsBrN2OSZr

Among the records above, which one has the highest charge? C24H19AsBrN2OSZr